{"formula": "C60H140N20O20", "method": "ωB97M-V/def2-TZVPD", "relative_energy_kj_mol": 1631.46, "max_force_ev_per_a": 5.2, "total_charge": 0, "total_energy_ha": -4969.90021, "symbols": ["H", "C", "C", "H", "H", "H", "C", "H", "O", "H", "C", "O", "H", "O", "C", "N", "H", "H", "H", "H", "H", "N", "H", "H", "C", "H", "H", "N", "H", "C", "H", "H", "H", "N", "N", "H", "O", "H", "N", "H", "H", "H", "H", "H", "C", "C", "O", "H", "O", "O", "H", "C", "H", "H", "H", "O", "H", "H", "N", "O", "H", "H", "H", "O", "H", "H", "H", "C", "H", "H", "C", "C", "H", "C", "H", "H", "H", "H", "H", "H", "H", "H", "H", "H", "H", "N", "C", "H", "N", "H", "C", "C", "C", "N", "C", "H", "H", "N", "H", "H", "O", "C", "C", "H", "C", "N", "C", "H", "H", "H", "N", "C", "C", "H", "H", "H", "H", "H", "H", "C", "H", "C", "O", "C", "H", "H", "H", "H", "H", "O", "H", "C", "O", "C", "C", "C", "H", "C", "C", "H", "H", "H", "H", "C", "C", "C", "C", "H", "O", "N", "H", "H", "H", "H", "H", "H", "H", "H", "N", "N", "O", "H", "C", "H", "C", "C", "C", "C", "C", "H", "H", "H", "H", "H", "C", "C", "C", "H", "O", "H", "H", "C", "H", "H", "H", "H", "O", "N", "C", "C", "C", "H", "H", "C", "H", "C", "C", "H", "H", "H", "C", "O", "N", "H", "N", "H", "H", "H", "O", "H", "H", "C", "C", "H", "H", "H", "H", "H", "H", "H", "H", "H", "H", "H", "H", "H", "H", "H", "C", "C", "H", "H", "H", "H", "H", "N", "C", "H", "H", "H"], "positions_angstrom": [[-4.333495, 0.187940, 6.782650], [4.413985, -0.001330, -5.301920], [8.960705, -0.079170, 1.833820], [-0.649415, -1.103600, -8.308950], [0.089575, -4.034850, -9.587130], [4.729535, 0.996680, -4.997770], [3.636375, 2.167910, -1.924890], [-3.454435, 2.559730, 6.002650], [-4.606555, -2.767160, 3.569110], [5.186005, -0.476030, 6.223940], [-2.737615, 0.547650, -6.874260], [8.261765, -2.657820, -4.380960], [4.595895, 0.036930, -6.375950], [3.057275, 4.218250, 3.158350], [4.234885, 2.397700, 0.383560], [-5.563615, -2.928960, 0.120230], [3.168795, 2.584990, 0.511920], [-6.495495, 0.173890, -3.638580], [0.766545, -2.432240, -9.676750], [-6.039575, -6.587560, 3.940940], [-8.937095, 2.681350, -4.798520], [-8.458865, 0.914570, -3.946700], [-4.130875, 3.095660, -2.321320], [2.910875, 2.977350, -1.843870], [-0.006545, -1.482430, -7.514410], [1.913495, -4.253210, -0.363510], [-4.199075, -4.036270, -0.904590], [-4.557585, 3.294250, -0.230630], [-0.360505, -1.239200, -6.512590], [7.976645, -0.573500, -2.374970], [0.884875, 3.103200, -5.421490], [-7.691265, -1.014330, -3.401680], [0.413935, 1.132880, 3.890170], [7.572095, -0.478740, 2.242130], [3.172065, -3.385900, 1.005970], [-3.300585, 3.146360, -6.283920], [-1.691215, 1.136180, -7.232610], [-0.219595, 7.385710, 3.516940], [4.649535, 2.252650, -0.968250], [0.559725, -2.708960, 2.510070], [-3.064475, -6.151390, -2.725350], [0.337095, -0.277280, 1.667830], [1.029605, -2.864810, 4.142900], [-3.084915, -0.768630, 3.564020], [1.062655, 3.891680, -4.690190], [4.009985, -2.359770, 0.734680], [3.579855, -1.274700, 0.265070], [4.557015, -2.824880, 5.331570], [-7.475805, -4.089190, 0.090820], [-4.410755, 5.215030, 0.888870], [-0.770315, -3.498180, -1.230230], [-4.518875, -5.118260, 5.337360], [-2.684435, -5.470780, -4.409000], [-5.173615, -4.980390, 0.294130], [-5.808955, 0.696490, -6.452770], [3.597965, -2.464860, -4.392490], [-7.210225, -5.914750, 5.052330], [0.004225, 1.488470, 1.250820], [3.710245, -0.955390, 4.756240], [0.523425, -4.851700, -6.529620], [6.696515, 4.953480, 5.143870], [-2.929735, -0.504280, -7.136430], [3.617525, -0.172430, 6.757940], [2.558115, 2.634160, 7.270550], [-4.613185, -1.506990, 1.184110], [-4.227395, 1.614040, -1.490840], [-2.375915, -4.821230, 3.239810], [3.582435, -2.418290, 5.061420], [-3.907275, 1.570680, 0.827930], [9.784035, -0.666350, 2.240570], [-9.765965, 0.537320, -4.098150], [1.826095, -3.569320, 0.480740], [0.660915, -0.060380, 6.017310], [-5.525505, -3.554330, 3.589900], [0.960655, 2.907320, 3.739420], [-0.005205, 5.778570, 4.032690], [5.109535, -0.664840, -4.788030], [-4.291905, -1.511830, -0.653230], [1.881135, 1.354900, -4.692760], [1.116415, -4.056240, 1.149590], [-1.691055, 1.620910, -0.195880], [4.442035, 5.719170, 6.006230], [1.328475, 4.827100, -5.182550], [3.677665, -5.386450, 0.891110], [-1.237145, 2.293960, -4.264290], [-0.121145, 4.039480, -3.857580], [-4.248605, 4.562060, -0.161730], [6.264485, -2.969440, -3.989280], [7.022555, -1.494280, -2.835780], [0.264365, 6.055530, -3.741520], [-8.035105, 2.211940, -4.405890], [-4.354485, -0.026620, 5.714180], [-4.634165, 2.374620, 0.943780], [-0.325545, 0.151000, -0.290320], [1.870675, 0.497150, -5.365260], [7.849625, -0.528600, -1.293320], [-3.800015, -4.331530, 5.566240], [-2.142275, -4.186790, -2.739950], [-2.122925, -4.460310, -0.581360], [-0.054285, 2.124270, -2.984690], [-0.128525, -0.668140, -2.427080], [7.375465, -1.815290, 2.910290], [7.195045, -2.420040, -3.778550], [-4.995755, -5.450540, 6.259470], [-4.937355, 0.202240, -6.023680], [1.101985, 1.939000, 5.662920], [-4.665075, -4.040190, 0.080760], [3.948065, 2.036960, -2.961130], [3.218015, -2.980120, 4.201390], [-1.521345, 2.929470, -2.661070], [2.984055, -0.363730, -5.022640], [-7.506595, 0.049290, -3.250950], [0.434845, 0.895510, 6.489840], [5.718275, 0.025480, 2.824170], [-7.249315, 2.197670, -5.161170], [9.036455, -0.198670, 0.753040], [-1.823835, -2.266140, -2.851010], [4.670645, 3.192010, 0.989610], [1.274385, -0.865860, -0.923310], [-2.818755, 0.286190, 3.733490], [-4.088535, -1.081340, 5.643940], [-4.024645, 2.432000, -5.892100], [6.365385, 2.550080, -2.558160], [0.164575, -3.689540, -6.662260], [-4.885185, -0.798880, -6.451630], [1.745735, -3.784760, -9.005030], [-0.200675, -1.559990, 3.650250], [9.312015, 0.939480, 1.998240], [-1.730255, 6.008360, 0.293550], [3.212005, 0.761130, 3.412860], [1.918025, 3.516310, -4.128460], [5.730415, -1.393100, -2.208250], [-1.358525, 5.589900, -2.603860], [-6.631105, -5.697370, 4.154850], [-0.464915, 5.314550, -3.379150], [-1.461215, -4.315890, -1.435400], [0.309685, 4.106030, 1.360890], [2.106305, 2.767730, 6.129170], [0.495845, 2.123490, 4.337480], [7.580705, -1.757560, 3.979230], [8.968525, -1.021850, -2.432120], [6.370415, -2.233240, 2.852840], [-0.541255, -3.286250, 5.754110], [6.637025, 0.511610, 2.461160], [-5.004655, -1.574330, 0.169060], [4.226995, -0.110940, 5.856350], [-1.239115, 6.579750, 1.096360], [-0.651625, 0.972720, 6.531240], [-10.604555, 1.149940, -4.784410], [0.182775, -2.927280, -7.734950], [1.456435, 0.561170, 0.864230], [-7.382315, -2.019480, -0.175880], [1.011715, -1.144150, -7.706270], [-5.702025, 2.512260, -1.825400], [4.524565, 1.509570, 0.945180], [-5.634955, 1.943380, 0.966870], [-0.281365, -3.103450, -5.843820], [6.977285, 4.170830, 3.646250], [-5.584095, -4.669320, 4.369990], [5.015435, 5.011210, 4.098510], [6.809055, 1.666480, 2.203440], [0.932705, 0.003550, -5.110980], [0.753105, -3.339580, -9.072890], [-3.970015, -3.820060, 0.891030], [-1.687415, 0.577220, -0.510210], [0.093805, 6.408770, 3.148870], [0.300495, -0.509530, -1.293150], [3.689135, -4.590690, 1.635910], [-2.376275, -3.056820, -3.381890], [3.031805, 1.266590, -1.823820], [-1.532835, 4.065280, 1.249820], [4.523605, -4.446790, 2.322240], [2.934965, -4.862040, 2.374620], [3.220395, 6.131660, 4.741820], [6.453915, 5.021190, 4.083370], [-3.579755, 2.274830, 4.958030], [4.242435, 4.106700, 3.410770], [-6.448575, -3.405810, 3.008460], [-1.201075, 7.808250, 1.176790], [-7.566295, 0.358550, -2.207450], [7.972085, -2.560950, 2.384810], [-0.648245, 4.368520, 1.809850], [-2.697915, 2.668500, 4.452590], [-2.083995, 0.418210, -1.512980], [2.359845, -1.074520, 3.196120], [-1.484575, -6.065550, -3.375740], [-2.898815, -2.938890, -4.476140], [-3.831245, 1.040800, -6.287310], [-2.429785, -5.523290, -3.350460], [5.972835, 2.384350, -1.326080], [3.047365, -0.402650, 3.732870], [-1.864565, -4.497490, 5.424730], [-5.360235, 0.279270, 5.426080], [4.274625, 5.955330, 4.955370], [2.458345, 3.556950, 5.446960], [0.181705, -2.572790, 3.523320], [-0.762415, 2.819430, -3.435680], [4.928165, 3.337810, 3.022470], [-7.680975, 2.752220, -3.527950], [-0.621095, -5.009290, -1.474150], [-4.665385, 2.612090, -1.503660], [-1.324155, -4.230800, 1.597060], [-3.409805, 0.783950, 4.908060], [-4.983025, 2.883000, -6.149390], [-0.889155, -3.533060, 3.708210], [-3.989995, -5.951440, 4.874560], [7.926225, 0.447400, -2.753550], [1.692425, -1.777090, -4.212800], [-2.258455, 0.934280, 2.882450], [-0.629625, 3.915460, 2.801060], [2.934525, -2.573690, 5.924070], [2.721445, -1.608550, -4.566220], [0.368845, 0.515760, 0.920700], [-5.652505, -0.699150, 0.119550], [4.373675, 0.940480, 5.609180], [5.012645, -2.510180, 1.163920], [1.488335, -2.690030, -0.067770], [1.163865, 6.406820, 2.941340], [-5.073135, -0.023050, -4.965900], [-2.110945, -2.806550, 5.185520], [-2.312975, 0.178920, 0.288620], [-4.585635, 2.980410, 1.848640], [6.590145, 2.318920, -0.416770], [5.181255, -2.318580, -2.381500], [-4.460135, 2.739930, 4.514490], [6.999255, 5.907650, 3.759520], [5.865305, -1.389990, -1.126640], [0.856935, 0.839310, 7.493220], [-1.531875, -4.279540, 2.785530], [-6.906385, -2.984700, 0.056580], [-3.941655, 2.638420, -4.825050], [5.228085, -0.482540, -2.534820], [4.734305, 6.921780, 4.748590], [-0.527015, 2.495240, 4.397960], [-7.324375, -5.472670, 3.344300], [-0.684505, 5.828050, 2.012730], [-1.357535, -3.589420, 5.098460], [-9.961025, -0.328390, -3.446470], [-4.107125, 4.989770, -1.166350], [1.908145, 0.715760, -6.432450]], "forces_ev_per_angstrom": [[0.6270, 0.4387, 0.0353], [-0.6965, 0.3175, -0.2895], [-0.0367, -0.4500, -0.8483], [-0.1321, 0.2853, 0.3554], [-0.0307, -0.1239, 0.2664], [-0.7598, 0.2861, 0.5149], [-1.9493, -0.6689, -1.6934], [-0.3822, 0.1660, 0.0125], [0.7729, 0.5659, -0.0389], [0.2729, -0.2212, -0.4359], [2.1242, 0.7266, -1.6979], [-1.7247, 0.5044, 1.0565], [0.0281, -0.5666, -0.1302], [-0.0328, -0.3416, 0.5752], [0.0556, -0.5656, 2.1854], [-2.2185, 2.7687, -0.2929], [-0.0388, -0.3585, -0.4623], [-0.1401, 0.4304, 0.1005], [0.2538, -0.0649, 0.0216], [-0.4987, -0.3776, -0.3420], [0.2598, 0.2160, -0.0693], [-0.2947, -0.9585, -0.9032], [0.0256, 0.5265, 0.2031], [0.1290, 0.3798, -0.1337], [0.8801, -0.8911, -1.4627], [0.0831, -0.5458, -0.1095], [0.2934, -0.3403, 0.1003], [0.4374, -3.9026, -0.1366], [0.0156, -0.1349, -0.3017], [1.7400, -0.0326, 1.3071], [-0.2348, 0.3237, -0.3462], [-0.4916, 0.0923, 0.2239], [0.3045, 0.2247, -0.5988], [0.7168, -0.0916, 0.9962], [0.7558, -0.4695, 0.6760], [0.3582, -0.6339, -0.5373], [-2.2425, -0.8307, 1.2596], [-0.2506, 0.0393, -0.8816], [2.4605, 0.7755, -0.8008], [-0.2515, 0.4144, -0.1107], [-0.5178, 0.3666, -0.1915], [-1.0414, 0.1927, 0.4864], [-0.2281, 0.4657, 0.4602], [0.4157, -0.3023, 0.3431], [-0.1962, -0.4508, 0.0622], [-2.7496, 2.6183, -0.1040], [1.5132, -2.1664, 0.5792], [0.1184, 0.1209, -0.0779], [-0.2361, 1.7533, 0.1685], [1.2486, -0.6079, -1.5886], [-0.8332, 1.1373, -0.0201], [-0.8630, 0.6376, -1.1606], [-0.6521, 0.3716, 0.3673], [-0.1256, 0.2093, -0.2064], [-0.3664, -0.2106, 0.2909], [-1.0560, 0.6420, -0.1694], [0.0615, 0.2962, 0.1619], [-0.0531, -0.2889, 0.3788], [0.2814, -1.5559, 1.6344], [-0.1362, 0.4060, -0.3915], [0.5941, 0.0002, 0.2614], [0.4151, -0.1355, 0.1268], [-0.6036, 0.0586, -0.2107], [-0.0448, 0.3214, -1.1181], [1.0184, 0.3511, -0.1878], [-0.0309, -0.1398, 0.4053], [0.1382, -0.3508, -0.0775], [0.2305, 1.2946, 0.0545], [0.1377, 0.2815, 0.3536], [-0.5753, -0.5738, 0.4040], [-0.4440, 1.4947, -0.8585], [0.6623, -0.0392, -1.7296], [-0.0587, -0.2971, -0.1303], [-0.4630, -0.9670, 0.8684], [0.8379, -0.6261, -0.0010], [-0.2312, -0.4710, -0.1287], [-0.4611, -0.3105, -0.3518], [0.5166, 0.3785, 0.3803], [0.1654, 0.3962, -0.5306], [0.1287, 0.5813, 0.2457], [-0.2846, 0.5685, -0.6828], [-0.1453, -0.0792, 0.0684], [-0.0940, -0.1007, 0.0384], [0.8555, -0.2589, 0.2644], [0.0629, 0.0200, -0.2636], [-0.3982, 1.7870, 0.5631], [-1.8093, 2.7749, 2.0059], [0.1123, -0.0868, -0.0312], [-1.4347, -0.2062, -0.1116], [-0.1937, 0.1387, -0.1495], [-0.3424, 0.1061, 0.3168], [0.5643, 0.7351, -0.3700], [-0.9532, 1.2708, -0.7246], [0.2508, -0.8520, -1.7038], [0.3856, -0.0262, 0.6397], [-0.2317, 0.4035, 0.2534], [-0.4936, 0.0811, -0.2145], [-0.0648, -3.4538, 0.9180], [0.2440, -0.2162, -0.2849], [0.3733, -0.0607, -0.1238], [0.0155, -0.2595, 0.1834], [0.2499, 0.8211, -0.6159], [2.1853, -0.8438, -1.6498], [-0.0369, -0.0038, -0.0856], [-1.2480, -0.9296, 0.1153], [-0.3646, 0.8196, -0.0937], [0.0041, 0.3392, 0.5941], [0.6850, 0.6512, 0.1858], [-0.0616, 0.2524, -0.0485], [-0.0045, 0.7194, -0.1005], [0.9822, -0.2866, 0.1773], [-0.3525, 0.5907, 0.0274], [1.2862, 0.2769, -0.4852], [-0.3898, 0.5531, 0.1702], [-0.0224, -0.1958, -0.0447], [-0.0272, -0.0981, -0.1124], [-0.5366, 0.6898, -0.0737], [0.4735, 0.3945, -0.7933], [0.2816, -0.0172, -0.4997], [-2.1951, -0.1720, 1.2480], [-0.5088, 0.0139, -0.5258], [0.6430, 1.1464, 0.3029], [-1.2104, -0.9744, 5.0031], [-0.0976, -1.3461, 1.2750], [0.4486, 0.1846, -0.4028], [-0.0549, 0.1261, 0.2487], [0.3262, 0.1217, 0.2528], [-1.0538, 0.2392, 0.4827], [-0.0252, 0.2663, -0.0722], [-0.5187, -0.1310, -0.2233], [0.1723, 0.2429, 0.3300], [0.0129, -0.5319, 0.4896], [0.1364, -0.4488, -0.4529], [1.0170, 0.0792, 0.2372], [0.5140, -1.6282, 0.1073], [0.8746, 0.9613, -0.5985], [-0.1007, -0.3172, -0.4388], [-0.8666, -1.3682, 1.6167], [-0.3492, 0.1162, 0.7664], [0.4911, -0.1234, -0.0362], [0.1628, 0.2940, -0.7271], [-0.3570, 0.6729, -0.3241], [0.0014, -0.4694, 0.0995], [0.7361, -2.4011, -0.2928], [0.9637, -0.8070, 0.4977], [0.5290, -0.3921, 0.2222], [-0.3857, 2.6455, -0.4083], [0.0079, 0.4800, -0.1053], [1.5260, -1.3822, 1.5262], [0.1818, 0.3133, -1.8724], [0.1376, 0.4103, -1.0437], [-0.2027, -0.1186, 0.4539], [-0.1355, 1.0865, 0.3511], [-0.1844, -0.0430, 0.0931], [-0.5296, -0.2330, 0.1005], [-0.1243, -0.2227, -0.1391], [0.0371, -0.3045, 0.4647], [-0.8024, -0.2428, -0.4148], [-0.2236, -0.2426, 0.5687], [-2.7592, -0.3202, -0.7214], [-0.0977, 1.3432, -0.0454], [0.0842, -0.2286, -0.2225], [-0.8603, 0.4971, 1.0633], [0.6205, -0.4561, -0.2409], [-0.0467, 1.0594, 1.7020], [-0.1882, -0.7616, -0.0861], [0.3116, 0.4969, 0.6174], [-1.4966, 0.0935, 0.6063], [1.3557, 0.8038, -0.2667], [-0.0997, -0.3860, 0.6691], [0.2399, -0.1481, -0.0419], [0.6824, 0.0610, -0.9635], [-0.3895, -0.3647, -0.0151], [0.1494, -0.8656, -0.2946], [0.7384, -0.3965, 2.0382], [1.7033, -0.9345, 0.6462], [1.8570, 0.8634, -0.7055], [0.0756, -0.1502, -0.1531], [-0.3570, -0.6474, -0.7227], [0.5213, -0.5279, 0.3265], [0.3605, 0.1857, 0.2954], [0.5279, 1.0861, 0.9625], [-0.2171, 0.1504, -0.1391], [0.4275, -0.1116, 0.1873], [0.1865, -0.1471, -0.1445], [0.2663, 0.0519, 0.1426], [-0.4569, 0.1942, -0.0232], [0.3935, 1.6134, 0.4179], [1.1428, 0.4056, 0.0621], [-0.6493, 0.5677, -3.9235], [0.2846, 1.1232, -0.4918], [0.6746, -0.2297, -0.3543], [-0.2481, -0.7719, -0.2807], [1.5567, 1.0824, -0.3741], [-0.2760, -0.3534, -0.2054], [-0.0986, -1.0587, -1.3916], [-0.2798, -0.5273, 0.3689], [-0.4830, -0.4506, -0.2315], [0.1420, 0.3693, -0.0751], [-0.7266, -1.1736, -0.2341], [0.1669, -0.1634, -0.6086], [0.2909, -0.3903, -0.7257], [-0.0048, 0.7969, -1.0525], [-0.3036, -0.6919, -0.4383], [-0.0820, -0.9363, 1.7254], [0.0929, -0.1473, 0.1321], [-0.0738, -0.1387, -0.3515], [-0.1318, 0.1015, -0.4408], [0.4852, 0.4165, 0.0142], [-0.4133, -0.1449, -0.1695], [-0.1984, -0.0393, 0.0009], [1.7700, -0.8954, 0.8476], [0.5694, -0.3628, 0.5383], [-0.7986, -0.6240, -0.4178], [-0.3517, -0.2902, -0.4200], [0.0698, 0.0798, -0.4540], [-0.2184, 0.2895, 0.9095], [0.0270, 0.1926, -0.2976], [-0.0259, 0.4539, 0.1701], [-0.1985, 0.2180, 0.3117], [-0.2674, -0.7059, -0.2480], [0.6118, -0.1849, -0.0862], [0.4557, 0.2343, -0.4626], [-0.4034, 0.4230, -0.4844], [-0.2878, -0.6023, -0.0170], [-0.7832, 0.3970, -0.5248], [0.0377, 0.4660, 0.1181], [-0.0144, 0.4082, -0.1099], [-0.1370, 1.2998, 0.3483], [0.1345, -3.3895, -0.7354], [0.0085, -0.7145, 0.4103], [-0.4067, -0.1418, 0.1937], [0.0310, 0.2962, 0.3760], [-0.3177, -0.1921, 0.5277], [0.3358, 0.1878, -0.0610], [1.0987, -1.6350, 2.1353], [-0.3977, 1.1549, -0.3150], [-0.4496, -0.2326, -0.4237], [0.5162, 0.3794, 0.2247], [-0.2277, 0.4795, 0.1201]]}